DFT (ωB97M-V with the def2-TZVPD basis set) results for 3 unconnected molecules or ions with the total composition C46H52F21NO3S.

Last column: Löwdin charge in e.
Atoms and positions in Å:
C -1.86738 -3.90082 -5.18166  -0.127
O -2.22837 -2.59626 -5.66755  -0.221
C -1.03780 -1.79547 -5.88807  -0.221
C -1.19822 -1.03949 -7.25595  -0.165
C -0.52631 0.39068 -7.30203  -0.191
C -1.57171 1.48520 -6.81368  -0.204
C -0.98480 2.57505 -5.83725  -0.208
C -0.12557 1.96095 -4.63157  -0.188
C 1.41237 2.26735 -4.86511  -0.205
C 2.37711 1.02231 -4.71303  -0.204
C 1.96386 -0.00174 -3.58319  -0.207
C 3.15557 -0.79575 -2.92779  -0.179
C 4.31538 0.09452 -2.32865  -0.140
C 3.79293 0.77479 -1.01374  -0.142
C 2.92110 1.94702 -1.18014  -0.038
C 2.35872 2.61192 -0.02277  -0.402
C 2.61427 2.19146 1.38384  -0.233
C 3.49169 1.01836 1.52714  0.043
C 4.06808 0.31902 0.35013  -0.139
C 4.94898 -0.95051 0.62949  -0.130
C 4.09551 -2.02761 1.43594  -0.162
C 3.32246 -3.03232 0.47736  -0.060
C 2.08201 -3.67721 1.20152  -0.347
F 2.33577 -3.90653 2.55188  0.082
F 1.80356 -4.92002 0.62200  0.061
C 0.75675 -2.80784 1.09575  -0.430
F 0.47656 -2.12794 2.24525  0.141
F -0.29738 -3.69836 0.91213  0.101
F 0.72049 -1.97526 0.01432  0.136
N 2.03095 2.90239 2.50883  0.013
C 0.57620 3.05347 2.35188  -0.238
C -0.31882 2.66791 3.44406  0.005
C -1.76095 2.81178 3.21634  -0.051
C -2.34222 3.32988 1.97468  -0.205
C -3.89596 3.39680 1.84398  -0.103
C -4.31494 2.15576 0.94853  -0.179
C -3.69221 0.82319 1.09942  -0.028
C -4.11595 -0.32224 0.27504  -0.076
C -5.16435 -0.19505 -0.74976  -0.088
C -5.75654 1.12914 -0.93306  -0.091
C -5.34562 2.26197 -0.10099  -0.048
C -1.44597 3.76108 0.87941  -0.019
C -0.01680 3.60447 1.10410  -0.408
S 1.22047 4.04461 -0.18057  0.929
H -2.71370 -4.38509 -4.62657  0.090
H -0.99226 -3.87446 -4.47284  0.087
H -1.61054 -4.55272 -6.06395  0.095
H -0.92733 -1.12537 -4.99233  0.110
H -0.15547 -2.49288 -5.88972  0.115
H -2.29170 -0.90215 -7.45995  0.114
H -0.72963 -1.68288 -8.05366  0.114
H -0.32471 0.61150 -8.39249  0.108
H 0.46749 0.45500 -6.78733  0.087
H -2.01187 1.97413 -7.73295  0.110
H -2.44156 0.95145 -6.32600  0.112
H -1.87590 3.09990 -5.37583  0.103
H -0.43037 3.37668 -6.40080  0.105
H -0.35970 0.86822 -4.61651  0.077
H -0.50929 2.48255 -3.70785  0.110
H 1.50822 2.61284 -5.93775  0.101
H 1.72496 3.15831 -4.24592  0.106
H 2.33957 0.46433 -5.69481  0.100
H 3.42324 1.42200 -4.62267  0.098
H 1.28358 -0.76513 -4.06477  0.097
H 1.31713 0.53783 -2.83258  0.109
H 2.70923 -1.36996 -2.06050  0.088
H 3.51740 -1.59272 -3.64201  0.119
H 5.16710 -0.60690 -2.09418  0.100
H 4.67556 0.90939 -3.00597  0.106
H 2.70175 2.30884 -2.21388  0.097
H 3.72678 0.63634 2.55022  0.117
H 5.33917 -1.43822 -0.29920  0.099
H 5.81990 -0.67968 1.27952  0.117
H 3.30852 -1.54771 2.08459  0.103
H 4.73370 -2.64033 2.12293  0.117
H 3.04474 -2.53227 -0.48140  0.099
H 4.01354 -3.90137 0.26711  0.138
H 2.44760 3.84665 2.46597  0.125
H 0.14209 2.25450 4.36962  0.108
H -2.43651 2.50228 4.05358  0.105
H -4.32315 3.20019 2.85845  0.110
H -4.28133 4.31651 1.34230  0.117
H -2.90846 0.61135 1.86267  0.098
H -3.67335 -1.34220 0.39748  0.092
H -5.50980 -1.01965 -1.40894  0.092
H -6.53465 1.28910 -1.71178  0.091
H -5.81198 3.27129 -0.22231  0.098
H -1.81173 4.15936 -0.09190  0.114
F -5.53636 6.36688 3.63843  0.088
C -5.40943 7.68630 3.39037  -0.298
F -5.07839 7.80099 2.07919  0.091
C -4.33851 8.34568 4.26042  -0.438
F -3.11545 7.83618 3.98984  0.132
F -4.28338 9.66344 3.90881  0.105
C -4.57491 8.30269 5.78291  -0.045
O -3.90518 7.27668 6.51485  0.041
C -4.51557 6.02100 6.58119  -0.517
F -5.77059 6.09335 6.09829  0.138
F -4.63581 5.72937 7.89580  0.147
C -3.68022 4.93350 5.90247  -0.276
F -3.46131 5.21942 4.60386  0.090
F -4.32446 3.74082 5.94203  0.092
H -6.38226 8.16462 3.53325  0.174
H -4.14761 9.22698 6.17707  0.149
H -5.63483 8.35703 6.03921  0.145
H -2.71063 4.82228 6.39374  0.178
F 3.66923 -10.28462 2.27935  0.092
C 3.72294 -9.51042 1.17761  -0.298
F 4.71606 -10.01423 0.40108  0.092
C 4.00730 -8.04443 1.50506  -0.432
F 5.22866 -7.90423 2.07137  0.129
F 4.06211 -7.36524 0.32114  0.102
C 2.96294 -7.32511 2.38008  -0.045
O 3.24596 -7.23081 3.77722  0.043
C 2.89674 -8.31343 4.58955  -0.518
F 2.13708 -9.18241 3.89622  0.138
F 2.10162 -7.81290 5.56213  0.145
C 4.11730 -8.97461 5.23528  -0.279
F 4.98755 -9.42127 4.30632  0.097
F 3.74135 -10.04635 5.97345  0.098
H 2.78284 -9.61585 0.62927  0.174
H 2.95427 -6.28898 2.04462  0.113
H 1.94823 -7.68250 2.19419  0.151
H 4.64347 -8.26932 5.88278  0.176

Forces on atoms 1 to 6 (eV/Å):
-0.04 -0.50 -0.06
1.00 -0.57 0.47
-0.42 -0.09 -0.09
0.88 0.07 0.28
-0.77 0.17 -0.88
0.28 -0.06 0.01

The SMILES is COCCCCCCCCCCCc1cc2c(cc1CCCC(F)(F)C(F)(F)F)Nc1ccc(Cc3ccccc3)cc1S2.FC(F)C(F)(F)COC(F)(F)C(F)F.FC(F)C(F)(F)COC(F)(F)C(F)F. The LUMO energy is 0.0182 hartree. The calculation puts the energy above the lowest of the compared OMol25 structures with the same formula, charge and spin at 0.0000 eV. The calculation puts the calculated total energy at -124076.41879 eV. As for the HOMO energy: -8.20 eV. Its charge is 0. The calculation puts the orbital gap at 0.3196 Ha.

=====

DFT (ωB97M-V with the def2-TZVPD basis set) results for a molecular structure, C46H52F3IrNPSb.

Last column: Löwdin charge in e.
Atoms and positions in Å:
Ir -0.24236 -0.26059 -0.77933  0.868
C -0.24223 3.88398 -0.66933  -0.098
C -1.09217 3.12387 -1.69076  -0.506
C -1.51173 4.01129 -2.86341  -0.086
P -0.27197 1.56573 -2.15936  0.947
C -0.90749 1.05709 -3.79389  -0.509
C -2.38788 0.66616 -3.65862  -0.101
C -0.09007 -0.12362 -4.32749  -0.100
C 1.45846 1.91038 -2.41290  -0.304
C 2.00143 3.01045 -3.07798  -0.023
C 3.37074 3.18429 -3.17538  -0.256
C 3.97122 4.41169 -3.81666  -0.037
C 4.17914 2.17981 -2.64126  -0.007
C 3.63996 1.07711 -1.99485  0.006
C 2.26074 0.97021 -1.83286  -0.311
N 1.63688 -0.08249 -1.11857  -0.170
C 2.46925 -1.03310 -0.44285  -0.253
C 2.54929 -2.34233 -0.93324  -0.190
C 1.80978 -2.76412 -2.18231  -0.032
C 3.36282 -3.24844 -0.25823  0.007
C 4.08517 -2.88984 0.87461  -0.255
C 4.97222 -3.88261 1.58327  -0.034
C 3.97681 -1.58482 1.33641  -0.020
C 3.17868 -0.64506 0.69963  -0.232
C 3.09150 0.75338 1.24576  -0.030
H -0.85098 4.64326 -0.17800  0.082
H 0.59826 4.38383 -1.15483  0.083
H 0.15988 3.22738 0.10185  0.053
H -2.00204 2.77951 -1.18499  0.108
H -0.67026 4.29811 -3.49477  0.070
H -1.94574 4.92795 -2.45945  0.093
H -2.26396 3.54070 -3.49492  0.069
H -0.79365 1.91685 -4.45838  0.115
H -2.49162 -0.18166 -2.97861  0.046
H -2.78182 0.37272 -4.63415  0.090
H -3.00738 1.48226 -3.27993  0.068
H -0.13233 -0.96600 -3.63296  0.048
H 0.95668 0.14297 -4.48539  0.080
H -0.50554 -0.45544 -5.28177  0.091
H 1.35150 3.74300 -3.54574  0.106
H 3.21607 5.01003 -4.32574  0.078
H 4.74538 4.14286 -4.53651  0.085
H 4.44351 5.04216 -3.06044  0.088
H 5.25699 2.26364 -2.73658  0.125
H 4.28241 0.29458 -1.60627  0.126
H 2.10806 -2.15416 -3.03831  0.085
H 0.73210 -2.65452 -2.06368  0.035
H 2.01679 -3.80777 -2.41432  0.084
H 3.44084 -4.26277 -0.63828  0.122
H 4.84818 -4.88612 1.17772  0.080
H 4.75371 -3.91490 2.65319  0.075
H 6.02266 -3.60400 1.47804  0.089
H 4.52470 -1.28712 2.22666  0.134
H 3.22878 0.74333 2.32882  0.087
H 2.13078 1.21752 1.01561  0.044
H 3.86625 1.39359 0.81706  0.093
F 2.52717 -2.48139 6.26382  0.084
C 1.83921 -1.87307 5.29006  -0.270
C 1.09271 -0.75260 5.60716  0.012
C 0.38950 -0.11938 4.59572  -0.103
C 0.44842 -0.60615 3.28883  -0.359
C 1.19594 -1.74484 3.00373  -0.114
C 1.90038 -2.38965 4.01332  0.011
Sb -0.72578 0.28118 1.78416  1.520
C -2.59607 -0.37139 2.50943  -0.360
C -3.06109 -1.61988 2.09233  -0.116
C -4.25965 -2.12009 2.58126  -0.001
C -4.97974 -1.35110 3.47434  -0.275
F -6.14613 -1.82256 3.93322  0.081
C -4.54545 -0.11659 3.91168  0.006
C -3.34058 0.37393 3.42400  -0.110
C -0.73651 2.29382 2.39835  -0.397
C -1.85299 3.09587 2.15174  -0.140
C -1.83729 4.44433 2.47363  -0.002
C -0.68481 4.97734 3.01724  -0.275
F -0.65768 6.28175 3.30777  0.089
C 0.44134 4.21746 3.26628  0.017
C 0.41070 2.86512 2.95182  -0.119
H 1.06351 -0.39751 6.62924  0.128
H -0.20934 0.75273 4.83572  0.107
H 1.23461 -2.14400 1.99677  0.096
H 2.48995 -3.27631 3.81931  0.121
H -2.49275 -2.20391 1.37793  0.064
H -4.64109 -3.08806 2.28046  0.118
H -5.14224 0.44296 4.62064  0.126
H -2.98731 1.33651 3.77312  0.093
H -2.74799 2.67191 1.70789  0.111
H -2.69720 5.08053 2.30764  0.131
H 1.31775 4.67916 3.70349  0.129
H 1.28794 2.25955 3.14652  0.093
C -3.04536 -4.80004 -0.29801  -0.039
C -3.32151 -3.71134 -1.34629  -0.621
C -3.15266 -4.29474 -2.75738  -0.048
C -4.74812 -3.16304 -1.17358  -0.035
C -2.37201 -2.60059 -1.15367  -0.131
C -1.56627 -1.69765 -0.99857  -0.286
H -3.74309 -5.62886 -0.43839  0.092
H -3.17178 -4.41124 0.71547  0.069
H -2.02830 -5.18366 -0.39476  0.090
H -3.87345 -5.10139 -2.91199  0.089
H -2.14743 -4.69788 -2.89169  0.086
H -3.32257 -3.52828 -3.51557  0.084
H -5.46559 -3.98230 -1.26272  0.093
H -4.97334 -2.42075 -1.94117  0.088
H -4.87234 -2.69414 -0.19561  0.068

Forces on atoms 1 to 6 (eV/Å):
1.41 0.29 0.90
0.10 0.10 -0.13
-0.30 -0.05 0.37
-0.03 0.04 -0.01
0.06 -0.14 0.00
-0.37 -0.52 0.11

The LUMO energy is -0.1493 hartree. The calculation puts the calculated total energy at -76847.73190 eV. As for the HOMO energy: -10.30 eV. Its charge is +1. The calculation puts the orbital gap at 0.2291 Ha.

=====

- What is the charge in the second record?
  +1